The following is a DFT calculation (wB97M-V/def2-TZVPD) of a gas-phase ion, C8H11N2O4 (charge -1) in a non-equilibrium geometry.

Computed properties:
- max |F| (eV Å⁻¹) = 6.392
- ΔE to the lowest compared entry with this formula, charge and spin (kJ/mol) = 116.0
- calculated total energy (eV) = -19644.50591
- LUMO level (eV) = 3.250
- highest occupied orbital energy (eV) = -5.17

Geometry as ORCA input:
```
! RIJCOSX wB97M-V def2-TZVPD def2/J DEFGRID3
* xyz -1 1
C 0.76742 -1.12829 -1.35779
C -0.15769 -1.57879 -2.55218
C 0.35050 0.25445 2.58081
C 0.25918 -0.94821 0.06336
C 0.42118 1.13837 1.31161
C -1.02258 -1.88476 0.24374
C 0.32810 2.60195 1.53589
C -0.76819 1.19635 -0.88500
N 2.01888 -1.03765 -1.50943
N 0.02922 0.57836 0.22063
O 0.41941 -2.14003 -3.44746
O 1.22257 -0.48186 2.93689
O -1.35777 -1.26796 -2.44301
O -0.74603 0.63112 3.03105
H 1.09041 -1.29930 0.63308
H -1.91220 -1.48467 -0.05962
H -0.87385 -1.99264 1.37650
H -0.59374 -2.73091 -0.35075
H -0.06623 2.77302 2.41858
H -0.33478 3.08523 0.76457
H 1.32883 3.00923 1.50650
H -1.65198 1.75256 -0.49731
H -0.15258 1.95486 -1.42797
H -0.97443 0.36172 -1.62792
H 2.37634 -1.36216 -2.46478
*
```



The following is a DFT calculation (wB97M-V/def2-TZVPD) of a molecular structure, C32H48BBaN3O2Si3 in a non-equilibrium geometry.

Computed properties:
- max |F| (eV Å⁻¹) = 17.085
- ΔE to the lowest compared entry with this formula, charge and spin (kJ/mol) = 766.5
- calculated total energy (eV) = -67526.98048
- LUMO level (eV) = 0.067
- highest occupied orbital energy (eV) = -4.17

Geometry as ORCA input:
```
! RIJCOSX wB97M-V def2-TZVPD def2/J DEFGRID3
* xyz 0 1
Ba 1.10053 1.21367 0.50937
C -3.53880 -2.97973 0.57109
C -2.59452 -1.96995 0.31337
N -1.30138 -2.18720 0.23586
C -0.86188 -3.43635 0.40549
C -1.73102 -4.54544 0.60237
C -3.10746 -4.27812 0.69869
C -1.21725 -5.87097 0.68241
C 0.11075 -6.10437 0.55242
C 1.02402 -5.02363 0.39225
C 2.40663 -5.24579 0.27330
C 3.24018 -4.15784 0.17603
C 2.68364 -2.86690 0.21861
N 1.39177 -2.62537 0.30727
C 0.56434 -3.67631 0.36648
H -4.58945 -2.74405 0.64839
H -2.88686 -0.93900 0.16171
H -3.79530 -5.09658 0.86790
H -1.90673 -6.68651 0.84293
H 0.50227 -7.11026 0.59160
H 2.79117 -6.25701 0.26712
H 4.30705 -4.29905 0.07930
H 3.30461 -1.98381 0.16904
C 0.07517 2.80342 -2.85384
Si 1.45945 1.79223 -2.16854
C 2.77463 2.42340 -3.29525
C 1.26492 -0.06988 -2.10443
C 2.28651 2.30148 -0.69633
Si 3.76334 1.88303 0.15655
C 4.84791 0.88749 -0.95821
C 4.60963 3.50464 0.33752
C 3.52589 0.93177 1.80015
Si 1.51804 3.76132 -0.02833
C 1.68388 3.67365 1.80797
C 2.07477 5.17927 -0.94915
C -0.27320 3.40202 -0.23172
C -1.01673 4.51131 -0.61746
C -2.35779 4.35887 -0.87579
C -2.92851 3.09997 -0.67743
C -2.11975 2.06978 -0.23835
N -0.81536 2.22956 -0.04288
H 0.12815 2.71110 -3.93688
H 0.35785 3.83674 -2.62686
H -0.94355 2.63039 -2.53496
H 2.51598 2.39399 -4.34704
H 3.72103 1.91572 -3.12390
H 2.90348 3.47458 -2.98812
H 1.11050 -0.43952 -3.11549
H 0.52243 -0.48941 -1.40916
H 2.23663 -0.42986 -1.78537
H 5.22694 1.61636 -1.67380
H 4.29674 0.13193 -1.50983
H 5.68648 0.42565 -0.45334
H 4.80965 3.78726 -0.70284
H 5.54989 3.46990 0.87580
H 3.97651 4.28217 0.77552
H 3.14041 -0.09322 1.66887
H 2.78652 1.41961 2.42039
H 4.47755 0.92396 2.32876
H 2.65132 3.25714 2.05568
H 0.89247 3.14105 2.32521
H 1.72507 4.71399 2.14578
H 3.10733 4.95992 -1.20673
H 2.01444 6.11772 -0.41116
H 1.50451 5.21591 -1.87534
H -0.50647 5.45978 -0.76109
H -2.94833 5.19574 -1.22226
H -3.97936 2.95790 -0.87707
H -2.40075 1.05429 0.02145
C -0.23421 -1.55659 6.37069
C 0.47247 -0.64579 5.36023
C 1.99353 -0.81016 5.45234
O 0.11612 -1.07362 4.02961
B -0.37116 -0.05273 3.25389
O -0.58949 1.02718 4.06850
C -0.01278 0.85108 5.38463
C -1.06506 1.19112 6.44276
C 1.13373 1.85553 5.44945
H 0.10058 -2.57522 6.21030
H -1.30482 -1.53422 6.20377
H -0.00542 -1.26062 7.38979
H 2.21624 -1.85907 5.60184
H 2.41404 -0.25023 6.27886
H 2.39208 -0.49835 4.48348
H -1.93801 0.56790 6.30404
H -1.36140 2.22706 6.31509
H -0.66439 1.06126 7.44282
H 1.75339 1.63877 4.58326
H 1.67989 1.80637 6.38559
H 0.71053 2.84827 5.34914
*
```



The following is a DFT calculation (wB97M-V/def2-TZVPD) of a single C6H8N2O2 molecule in a non-equilibrium geometry.

Computed properties:
- max |F| (eV Å⁻¹) = 5.664
- structure (SMILES) = NC(=O)[C@@]12CC(=O)N[C@@H]1C2
- ΔE to the lowest compared entry with this formula, charge and spin (kJ/mol) = 248.6
- calculated total energy (eV) = -13424.79696
- LUMO level (eV) = 0.435
- highest occupied orbital energy (eV) = -9.65

Geometry as ORCA input:
```
! RIJCOSX wB97M-V def2-TZVPD def2/J DEFGRID3
* xyz 0 1
N 2.00882 -0.89428 1.57861
C 0.73758 -0.99745 1.18012
O 0.46120 -2.24027 1.26698
C 0.19539 -0.17988 0.05460
C -0.66871 -0.83990 -1.00459
C -1.77407 0.16624 -1.30169
O -2.63424 0.05934 -2.16408
N -1.62507 1.21787 -0.46051
C -0.45230 1.15897 0.35702
C 0.86427 1.12561 -0.34729
H 2.25330 0.00712 1.97022
H 1.98638 -2.13697 1.82550
H -1.12535 -1.77029 -0.64268
H -0.13123 -1.08067 -1.93145
H -2.18845 2.05399 -0.54751
H -0.54345 1.54448 1.37293
H 1.75309 1.43300 0.20360
H 0.88282 1.37309 -1.40979
*
```



The following is a DFT calculation (wB97M-V/def2-TZVPD) of a molecular structure, C26H42BrN3OP2V in a non-equilibrium geometry.

Computed properties:
- max |F| (eV Å⁻¹) = 4.140
- ΔE to the lowest compared entry with this formula, charge and spin (kJ/mol) = 0.0
- calculated total energy (eV) = -148448.44606
- LUMO level (spin up / spin down) (eV) = -6.067 / -8.915
- highest occupied orbital energy (spin up / spin down) (eV) = -13.61 / -13.44

Geometry as ORCA input:
```
! RIJCOSX wB97M-V def2-TZVPD def2/J DEFGRID3
* xyz 2 4
C -1.08532 5.10877 -5.17223
C -1.30050 4.09987 -6.14640
C -1.36802 4.52601 -7.49489
C -1.10192 5.86119 -7.80241
N -0.79751 6.77227 -6.88498
C -0.81742 6.42465 -5.60402
C -1.42717 2.72574 -5.74214
C -1.43247 2.07402 -4.52707
C -1.61867 1.78644 -3.16201
C -0.54676 1.17229 -2.44991
C -0.80282 0.46554 -1.29215
C -2.11352 0.38076 -0.79223
C -3.12664 1.17944 -1.35777
C -2.88085 1.91352 -2.51322
V -1.17274 0.91401 -5.95242
P 2.46250 -0.88718 -1.44538
H -1.66000 3.83428 -8.27273
H -1.15324 4.88903 -4.10247
H -1.13136 6.22696 -8.83113
H -0.61777 7.20968 -4.86139
H -3.67650 2.48558 -2.99984
H 0.46152 1.21001 -2.86644
H -4.08554 1.25071 -0.86881
H 0.01760 0.01904 -0.72980
C 2.20028 -2.22576 -0.19103
C 2.99728 -3.51436 -0.33954
H 1.11829 -2.44509 -0.23186
H 2.36922 -1.74898 0.78919
H 2.77670 -4.14305 0.53068
H 2.70037 -4.08515 -1.22850
H 4.08011 -3.33505 -0.34370
C 3.32463 -1.69001 -2.85485
C 3.91048 -0.70088 -3.86501
H 2.59239 -2.34818 -3.35024
H 4.11468 -2.32914 -2.43837
H 3.95182 -1.17933 -4.84946
H 3.29773 0.20439 -3.96149
H 4.93865 -0.40882 -3.62332
C 3.83754 0.07151 -0.66301
C 5.14472 -0.66490 -0.42034
H 3.41463 0.44632 0.28105
H 3.99300 0.93444 -1.32529
H 5.87329 0.06367 -0.04700
H 5.04962 -1.43655 0.35490
H 5.57463 -1.10502 -1.33253
Br -2.49670 -0.78444 0.54654
P -2.20651 -2.09616 -4.99211
C -0.50251 -2.10334 -4.19513
C -0.02097 -3.52259 -3.92899
H -0.61225 -1.52668 -3.25837
H 0.18931 -1.55588 -4.86267
H 1.04085 -3.50779 -3.68177
H -0.53350 -3.98901 -3.08631
H -0.15753 -4.16893 -4.80161
C -3.17152 -2.15282 -3.40420
C -4.24826 -3.23615 -3.34356
H -3.62540 -1.16901 -3.21758
H -2.42663 -2.32901 -2.61569
H -4.59245 -3.34232 -2.30510
H -5.11785 -2.96940 -3.96301
H -3.87426 -4.21146 -3.67250
C -2.74359 -0.38465 -5.44381
C -2.93602 -0.35381 -6.97237
H -1.75211 -0.06193 -4.76943
H -3.60768 0.02716 -4.89514
H -2.55812 0.58352 -7.42821
H -2.50088 -1.25163 -7.46962
H -4.02384 -0.37923 -7.14292
N -0.37693 0.61247 2.91931
C 0.96947 0.52407 2.65296
N 1.73926 0.63845 3.78958
O 1.44286 0.36559 1.52401
H -0.65200 0.41279 3.87319
H -1.00873 0.30499 2.18994
H 2.73074 0.79604 3.62435
H 1.31689 1.09019 4.58889
*
```